1.
Below is a cluster of 6 separate species, C34H43BrN6O4 in total, with properties calculated with ωB97M-V/def2-TZVPD.

Summary:
DFT total energy (Ha): -4524.8392
SMILES: CCOC(=O)CCCC1=CC(=O)C(Br)=C(CCN)C1=O.c1cc[nH]c1.c1cc[nH]c1.c1cc[nH]c1.c1cc[nH]c1.c1cc[nH]c1
Orbital gap (eV): 6.57

Last column: Löwdin charge in e.
Positions of all 88 atoms, in Å:
C (-2.25, 0.23, -0.28)  -0.048
C (-3.18, 0.04, -1.48)  -0.197
O (-2.41, -0.02, -2.68)  -0.003
C (-1.94, -1.23, -3.03)  -0.488
O (-2.33, -2.27, -2.55)  0.095
C (-0.85, -1.15, -4.07)  -0.069
C (0.40, -1.95, -3.65)  -0.141
C (1.63, -1.05, -3.44)  -0.128
C (1.65, -0.50, -2.05)  -0.125
C (1.57, 0.81, -1.75)  0.075
C (1.55, 1.27, -0.35)  -0.418
O (1.73, 2.43, -0.05)  0.043
C (1.23, 0.23, 0.67)  -0.538
Br (0.69, 0.95, 2.31)  0.898
C (1.30, -1.09, 0.43)  -0.176
C (0.92, -2.16, 1.41)  -0.145
C (0.35, -3.40, 0.76)  -0.261
N (-0.68, -2.99, -0.21)  0.035
C (1.81, -1.47, -0.93)  -0.291
O (2.40, -2.51, -1.12)  0.134
H (-2.03, 1.30, -0.16)  0.057
H (-2.75, -0.09, 0.64)  0.074
H (-1.32, -0.31, -0.43)  0.055
H (-3.81, -0.84, -1.37)  0.116
H (-3.84, 0.90, -1.58)  0.120
H (-1.27, -1.58, -4.99)  0.130
H (-0.63, -0.10, -4.28)  0.118
H (0.63, -2.68, -4.42)  0.117
H (0.17, -2.50, -2.75)  0.092
H (2.55, -1.60, -3.64)  0.105
H (1.56, -0.20, -4.12)  0.117
H (1.52, 1.57, -2.52)  0.135
H (0.15, -1.72, 2.04)  0.085
H (1.76, -2.40, 2.08)  0.136
H (1.11, -3.95, 0.21)  0.103
H (-0.03, -4.07, 1.54)  0.088
H (-0.93, -3.76, -0.82)  0.079
H (-1.53, -2.73, 0.27)  0.081
C (4.68, -0.15, -7.26)  -0.112
C (4.62, -1.56, -7.44)  -0.111
C (4.71, -2.14, -6.20)  -0.144
N (4.82, -1.14, -5.28)  -0.005
C (4.80, 0.08, -5.91)  -0.146
H (4.64, 0.60, -8.02)  0.089
H (4.53, -2.09, -8.37)  0.089
H (4.70, -3.17, -5.90)  0.105
H (4.90, -1.27, -4.29)  0.137
H (4.88, 1.00, -5.36)  0.104
C (-5.53, -0.26, 3.69)  -0.111
C (-6.81, -0.24, 3.07)  -0.112
C (-6.76, 0.69, 2.07)  -0.142
N (-5.51, 1.23, 2.06)  0.001
C (-4.75, 0.65, 3.05)  -0.152
H (-5.22, -0.88, 4.52)  0.089
H (-7.66, -0.84, 3.33)  0.089
H (-7.51, 1.01, 1.36)  0.105
H (-5.19, 1.94, 1.43)  0.135
H (-3.73, 0.95, 3.20)  0.103
C (1.26, 3.88, 5.00)  -0.116
C (1.32, 5.11, 5.72)  -0.114
C (1.76, 6.07, 4.85)  -0.144
N (1.98, 5.47, 3.64)  0.005
C (1.68, 4.14, 3.72)  -0.161
H (0.96, 2.92, 5.38)  0.084
H (1.06, 5.26, 6.75)  0.088
H (1.94, 7.12, 5.00)  0.104
H (2.31, 5.94, 2.82)  0.143
H (1.79, 3.50, 2.87)  0.049
C (2.72, -5.51, 5.02)  -0.110
C (1.44, -4.96, 5.32)  -0.110
C (0.66, -5.13, 4.21)  -0.154
N (1.41, -5.75, 3.25)  -0.002
C (2.67, -5.99, 3.74)  -0.140
H (3.58, -5.55, 5.67)  0.090
H (1.14, -4.50, 6.24)  0.090
H (-0.37, -4.86, 4.02)  0.104
H (1.09, -6.00, 2.33)  0.132
H (3.41, -6.48, 3.13)  0.105
C (-1.77, 6.18, -1.22)  -0.112
C (-2.86, 5.53, -0.57)  -0.113
C (-2.37, 4.39, 0.01)  -0.152
N (-1.04, 4.32, -0.26)  0.017
C (-0.66, 5.40, -1.01)  -0.138
H (-1.79, 7.10, -1.77)  0.088
H (-3.88, 5.88, -0.54)  0.088
H (-2.86, 3.63, 0.59)  0.092
H (-0.42, 3.58, 0.04)  0.109
H (0.36, 5.53, -1.33)  0.106


2.
Below is an isolated molecule of C5H8O5, with properties calculated with ωB97M-V/def2-TZVPD.

Summary:
Relative energy (zero: lowest compared OMol25 entry of this formula, charge and spin) (kcal per mole): 136.2
DFT total energy (Ha): -571.3368
SMILES: O=C1O[C@@H](CO)[C@@H](O)[C@@H]1O
Orbital gap (eV): 10.24

Last column: Löwdin charge in e.
Positions of all 18 atoms, in Å:
O (0.42, 2.45, 1.78)  0.197
C (0.34, 1.57, 1.06)  -0.402
O (0.44, 0.25, 1.46)  0.067
C (0.36, -0.62, 0.34)  -0.259
C (-0.30, -1.91, 0.71)  -0.210
O (0.01, -2.90, -0.18)  0.147
C (-0.34, 0.20, -0.87)  -0.154
O (-1.76, 0.04, -0.58)  0.051
C (0.25, 1.61, -0.53)  -0.335
O (1.43, 1.74, -1.06)  -0.015
H (1.38, -0.80, -0.06)  0.165
H (-1.31, -1.29, 0.91)  0.171
H (-0.11, -1.99, 1.78)  0.127
H (-0.27, -3.62, -0.07)  -0.083
H (0.00, -0.27, -1.61)  0.085
H (-2.01, 0.39, -1.33)  0.006
H (-0.43, 2.42, -0.99)  0.180
H (1.90, 2.73, -0.74)  0.263


3.
Below is an isolated molecule of C5H10O2, with properties calculated with ωB97M-V/def2-TZVPD.

Summary:
Relative energy (zero: lowest compared OMol25 entry of this formula, charge and spin) (kcal per mole): 59.1
DFT total energy (Ha): -346.9313
SMILES: OC[C@H]1CCCO1
Orbital gap (eV): 10.21

Last column: Löwdin charge in e.
Positions of all 17 atoms, in Å:
O (0.73, 0.70, -2.65)  -0.125
C (-0.53, 0.69, -1.82)  -0.127
C (0.04, 0.29, -0.48)  -0.335
C (-0.35, 0.84, 0.91)  -0.118
C (0.31, -0.21, 1.81)  -0.168
C (0.05, -1.50, 1.03)  -0.202
O (0.04, -1.14, -0.35)  -0.110
H (1.01, -0.23, -2.76)  0.089
H (-1.23, 0.00, -2.29)  0.120
H (-0.91, 1.72, -1.81)  0.126
H (1.03, 0.62, -0.97)  0.151
H (-1.43, 0.86, 1.11)  0.120
H (0.04, 1.85, 1.09)  0.115
H (-0.10, -0.25, 2.83)  0.112
H (1.39, -0.02, 1.88)  0.115
H (-0.92, -1.94, 1.30)  0.119
H (0.82, -2.26, 1.19)  0.118


4.
Below is a structure of composition C18H22N3RuS2, with properties calculated with ωB97M-V/def2-TZVPD.

Summary:
Spin multiplicity: 6
DFT total energy (Ha): -1753.9658
Total charge: +2
⟨S²⟩: 8.775
Orbital gap (spin up / spin down) (eV): 7.47 / 5.43

Last column: Löwdin charge in e.
Positions of all 46 atoms, in Å:
Ru (0.73, 0.08, -0.25)  1.219
C (1.51, -1.78, 3.90)  -0.041
C (1.86, -0.88, 2.71)  -0.366
C (2.42, -1.71, 1.55)  -0.048
C (0.67, -0.06, 2.23)  -0.270
C (0.86, 1.29, 1.85)  -0.104
C (-0.20, 2.03, 1.31)  -0.052
C (-1.48, 1.48, 1.16)  -0.265
C (-2.61, 2.31, 0.63)  -0.009
C (-1.66, 0.15, 1.57)  -0.014
C (-0.62, -0.60, 2.09)  -0.029
H (2.42, -2.20, 4.33)  0.100
H (0.88, -2.61, 3.61)  0.083
H (1.00, -1.22, 4.69)  0.100
H (2.63, -0.17, 3.02)  0.146
H (2.45, -1.15, 0.59)  0.031
H (1.82, -2.62, 1.39)  0.077
H (3.45, -2.02, 1.72)  0.109
H (1.80, 1.77, 2.06)  0.138
H (-0.03, 3.08, 1.07)  0.142
H (-2.43, 2.59, -0.41)  0.087
H (-2.69, 3.24, 1.20)  0.108
H (-3.56, 1.78, 0.70)  0.094
H (-2.65, -0.29, 1.50)  0.136
H (-0.81, -1.61, 2.43)  0.132
C (2.81, 3.78, -3.84)  -0.350
S (1.53, 4.13, -2.61)  0.892
C (1.03, 2.49, -2.23)  -1.037
S (2.24, 1.48, -1.40)  0.654
N (-0.18, 2.14, -2.47)  -0.012
N (-0.49, 0.92, -1.91)  -0.145
C (-1.40, 0.20, -2.44)  -0.010
C (-1.61, -1.14, -1.88)  -0.251
C (-2.69, -1.92, -2.22)  0.030
C (-2.74, -3.23, -1.75)  0.010
C (-1.70, -3.71, -0.99)  0.002
C (-0.65, -2.86, -0.67)  -0.091
N (-0.61, -1.59, -1.09)  -0.002
H (3.28, 4.74, -4.04)  0.051
H (2.36, 3.40, -4.75)  0.053
H (3.56, 3.09, -3.46)  0.030
H (-1.94, 0.54, -3.33)  0.159
H (-3.48, -1.51, -2.84)  0.137
H (-3.58, -3.87, -2.01)  0.135
H (-1.68, -4.74, -0.64)  0.131
H (0.19, -3.20, -0.08)  0.110